Entry 1:
A molecular structure, C30H29BF4HfNO2P2S2 at a distorted geometry. Source: the Open Molecules 2025 dataset; level of theory: the ωB97M-V functional and the def2-TZVPD basis.

Positions of all 72 atoms, in Å:
Hf 0.455 1.517 1.033
S 0.231 1.555 -1.756
S -1.568 0.723 2.543
P -1.003 -1.024 1.691
P -0.051 -0.484 -1.442
F 1.129 2.359 3.006
F 1.791 0.389 2.310
F 1.903 0.721 4.542
F 3.416 1.819 3.221
O 2.093 3.086 0.683
O -0.144 3.500 0.609
N 0.590 5.404 -1.400
C -3.956 -1.635 -3.585
C 1.351 5.309 -0.071
C -0.042 -2.442 5.382
C 2.108 -2.342 -4.419
C -4.668 -2.739 1.091
C -3.673 -1.779 1.190
C -3.890 -0.494 -2.770
C -0.066 -0.446 0.321
C -0.110 -1.642 3.098
C 3.189 -2.919 -3.704
C 1.860 -2.745 3.961
C -4.433 -4.121 1.362
C -2.368 -2.172 1.495
C 2.487 -1.659 -1.764
C 1.145 -2.203 2.870
C 1.363 -1.161 -2.424
C 1.631 6.137 -2.390
C 3.290 -2.571 -2.371
C 2.784 5.480 -0.371
C -2.098 -3.520 1.795
C -0.767 -1.860 4.355
C -2.726 -0.230 -1.958
C -1.640 -1.088 -1.999
C -2.910 -2.542 -3.435
C 1.199 -1.477 -3.745
C 2.764 6.596 -1.447
C -3.156 -4.454 1.688
C 1.128 3.921 0.559
C 1.244 -2.873 5.186
C -1.771 -2.289 -2.726
B 2.179 1.275 3.376
H 1.664 -2.120 1.885
H -3.000 -3.484 -3.985
H -2.493 0.684 -1.411
H 3.328 5.674 0.545
H 1.021 6.127 0.660
H -1.806 -1.581 4.501
H -0.524 -2.471 6.284
H 1.795 -3.132 6.086
H -5.687 -2.418 0.854
H -0.254 5.970 -1.446
H 0.314 -1.095 -4.328
H 3.947 -3.592 -4.094
H 2.549 7.592 -1.029
H 1.939 5.431 -3.157
H 2.186 -2.425 -5.490
H 0.382 4.448 -1.746
H -1.091 -3.812 2.077
H -5.116 -4.932 1.257
H -4.723 0.178 -2.505
H 2.854 -3.131 3.883
H -0.907 -2.905 -2.888
H -4.712 -1.633 -4.381
H 3.701 6.589 -1.955
H -3.895 -0.692 1.038
H 1.136 7.034 -2.875
H 2.609 -1.322 -0.691
H 3.261 4.572 -0.842
H 4.119 -2.978 -1.864
H -2.884 -5.458 2.027

Forces on the atoms, in the same order (eV/Å):
Hf -0.951 -1.538 0.252
S -0.058 -0.010 0.626
S -0.147 1.414 -0.555
P 0.255 0.846 -0.982
P 0.517 1.309 2.361
F 0.237 -0.222 0.200
F 0.771 -0.320 -1.058
F -0.166 -0.170 0.690
F -0.506 -0.330 -0.202
O -2.151 1.865 -0.070
O 2.746 1.945 0.347
N 1.805 0.351 -1.094
C 0.315 1.798 0.897
C -1.113 -0.102 2.153
C -0.639 0.855 -2.383
C 1.533 0.532 0.910
C -0.994 -0.765 0.149
C -0.101 0.607 -0.288
C 0.885 0.577 2.238
C 0.262 -0.917 -0.609
C 0.134 -2.281 0.365
C -1.765 0.877 -0.172
C -0.843 -0.211 -0.467
C 0.644 2.026 -0.701
C 0.125 -0.849 0.296
C -1.183 0.980 2.178
C 1.193 0.106 0.505
C -0.808 -1.039 1.097
C -0.605 1.119 0.506
C 1.073 -0.033 -0.352
C 1.232 0.173 -1.798
C -1.117 0.531 -0.772
C 1.010 0.192 -1.250
C -0.355 -0.414 -0.953
C -0.044 -0.770 -1.830
C -1.029 -1.183 -1.519
C -0.675 -0.655 -2.553
C -0.657 -0.638 0.605
C 2.409 -0.496 1.287
C -1.566 -2.223 -1.469
C 0.797 0.591 0.719
C 0.599 1.024 0.477
B 0.056 1.435 0.280
H -0.718 -0.034 0.839
H 0.298 0.345 0.052
H -1.014 0.137 -0.088
H 0.196 0.289 0.027
H 0.042 -1.127 -1.242
H 0.202 0.187 -0.032
H -0.839 -0.423 2.343
H 0.152 -0.478 -0.333
H 0.360 -0.084 0.018
H -0.184 -0.303 0.690
H 1.031 -0.376 0.692
H -0.395 0.136 -0.397
H 0.132 -0.377 -0.156
H -0.073 -0.129 0.199
H -0.838 -0.150 -0.259
H -0.111 0.449 0.150
H -0.269 -0.170 0.026
H -0.891 0.066 0.020
H 0.252 -0.272 -1.121
H 0.503 0.027 -0.405
H 0.118 -0.532 0.290
H 0.121 -0.761 0.657
H 0.616 0.357 -0.510
H 0.130 -1.142 0.085
H 0.239 -1.337 0.587
H 0.101 -0.760 -1.225
H -0.730 0.717 0.606
H 0.792 -0.328 0.880
H -0.351 0.090 -0.454

Summary:
HOMO energy: -10.207 eV
DFT total energy: -90269.816 eV
LUMO energy: -2.9355 eV
Net charge: +1

***

Entry 2:
3 unconnected molecules or ions with the total composition C6H12N2O2 at a distorted geometry. Source: the Open Molecules 2025 dataset; level of theory: the ωB97M-V functional and the def2-TZVPD basis.

Positions of all 22 atoms, in Å:
O -0.766 1.944 -0.689
O 1.671 1.377 0.680
N -2.530 -0.334 -1.399
N -2.269 -1.629 0.576
C 0.059 -0.310 1.900
C 0.196 -0.081 0.426
C -1.965 -0.702 -0.214
C -0.355 1.021 -0.142
C 2.476 1.743 -0.393
C 0.885 -1.109 -0.433
H 3.337 2.326 -0.030
H 1.938 -1.104 -0.150
H -0.252 0.593 2.419
H 0.799 -0.898 -1.497
H -3.431 -0.728 -1.653
H 0.451 -2.086 -0.224
H 1.041 -0.600 2.269
H -2.359 0.590 -1.762
H 2.899 0.880 -0.942
H -0.673 -1.108 2.055
H 1.960 2.379 -1.135
H -3.113 -2.163 0.341

Forces on the atoms, in the same order (eV/Å):
O 0.266 -0.541 0.357
O -0.347 -0.273 -0.201
N -0.116 -0.008 -0.077
N -0.058 -0.072 0.029
C -0.029 0.067 -0.083
C 0.067 -0.571 0.299
C 0.642 0.302 0.149
C -0.553 0.844 -0.628
C -0.012 -0.001 0.098
C 0.012 0.106 -0.005
H -0.051 -0.036 -0.057
H -0.025 0.018 0.009
H 0.002 -0.008 -0.038
H -0.013 0.024 0.027
H 0.120 0.040 0.083
H -0.007 0.037 0.025
H -0.020 -0.003 -0.035
H 0.027 -0.047 0.074
H -0.038 0.024 0.030
H 0.025 0.018 -0.036
H 0.013 -0.040 0.034
H 0.095 0.118 -0.055

Summary:
HOMO energy (spin up / spin down): -7.429 / -7.426 eV
DFT total energy: -13486.610 eV
LUMO energy (spin up / spin down): 0.0425 / 0.0429 eV

***

Entry 3:
A single C23H22N4O6 molecule at a distorted geometry. Source: the Open Molecules 2025 dataset; level of theory: the ωB97M-V functional and the def2-TZVPD basis.

Positions of all 55 atoms, in Å:
O 1.729 -2.589 -0.060
O 4.687 2.660 -1.848
O -3.513 -0.020 -1.437
O -4.963 0.682 1.827
O -4.425 -3.120 1.261
O 1.505 -0.562 1.938
N -0.855 1.709 0.031
N -3.013 -2.753 -0.474
N -3.264 -0.747 1.576
N -2.047 1.215 -0.218
C -3.849 0.456 1.413
C 0.158 1.436 -0.745
C 2.858 2.975 1.330
C -5.215 -3.545 -0.969
C -1.247 0.097 -2.146
C 1.451 2.009 -0.362
C 2.773 -2.301 0.845
C 0.407 -1.127 1.349
C -2.006 -1.215 1.166
C -4.204 -3.123 0.066
C 3.913 3.059 0.434
C 3.735 2.625 -0.875
C 5.946 3.207 -1.539
C 0.515 -2.110 0.359
C -0.017 0.593 -1.882
C -1.896 -2.209 0.182
C 2.715 -0.834 1.264
C -3.074 1.591 0.722
C -2.375 0.393 -1.291
C -0.852 -0.704 1.747
C 1.639 2.460 0.948
C 2.503 2.101 -1.264
C -0.634 -2.631 -0.214
H 3.516 -0.586 1.961
H -5.464 -2.680 -1.581
H -3.911 -1.493 1.861
H -3.840 2.183 0.209
H 3.002 3.318 2.344
H 6.454 2.633 -0.757
H 0.823 0.345 -2.510
H 4.856 3.466 0.763
H 6.525 3.151 -2.459
H 2.681 -2.939 1.735
H 2.400 1.794 -2.293
H -6.112 -3.900 -0.471
H -2.601 2.212 1.486
H 3.704 -2.528 0.325
H -4.818 -4.330 -1.608
H -2.898 -2.894 -1.467
H 5.864 4.253 -1.228
H 0.823 2.386 1.646
H -0.524 -3.385 -0.978
H 2.796 -0.198 0.372
H -0.924 0.055 2.509
H -1.438 -0.542 -2.994

Forces on the atoms, in the same order (eV/Å):
O -0.367 0.028 -0.229
O -0.337 -0.110 -0.017
O -0.207 0.039 -0.073
O -0.256 0.208 0.045
O -0.162 -0.140 0.290
O -0.423 -0.064 0.165
N 1.002 0.451 -0.002
N 0.103 -0.116 -0.326
N -0.310 -0.665 0.330
N -0.178 -0.154 -0.446
C 0.348 0.407 -0.285
C -0.809 -0.056 0.065
C -0.166 -0.040 -0.026
C -0.169 0.051 0.185
C 0.359 0.154 -0.039
C 0.541 0.295 0.204
C 0.252 0.362 0.416
C -0.042 -0.082 -0.136
C 0.375 -0.169 -0.043
C 0.078 -0.228 -0.338
C 0.307 0.022 -0.261
C -0.058 -0.037 0.087
C 0.208 0.090 0.054
C -0.067 0.051 0.103
C -0.489 -0.129 -0.087
C 0.321 0.096 0.379
C 0.373 -0.318 -0.344
C -0.708 0.111 0.228
C 0.170 0.183 -0.045
C 0.155 -0.359 -0.122
C 0.024 0.003 -0.037
C -0.034 0.015 0.074
C 0.056 0.058 0.251
H -0.012 -0.036 -0.099
H -0.031 0.038 -0.097
H 0.156 0.306 -0.051
H 0.096 -0.109 0.135
H 0.008 0.022 0.097
H -0.026 0.034 -0.019
H 0.074 -0.043 -0.062
H 0.102 0.032 -0.007
H 0.001 0.026 0.094
H 0.029 0.022 -0.105
H -0.024 -0.055 -0.136
H 0.027 -0.013 0.015
H -0.044 -0.087 -0.147
H -0.040 0.040 0.095
H 0.038 -0.049 -0.079
H -0.160 0.117 0.117
H 0.003 -0.043 0.005
H -0.049 -0.012 0.106
H 0.006 -0.167 -0.070
H 0.022 -0.022 0.104
H -0.038 0.104 0.129
H -0.026 -0.065 -0.045

Summary:
HOMO energy: -7.981 eV
DFT total energy: -42453.557 eV
LUMO energy: -0.1782 eV
SMILES: COc1cccc(-c2ccc(=O)n(CC(=O)Nc3cc4c(cc3NC(C)=O)OCCO4)n2)c1

***

Entry 4:
A single C8H8BrNO2 molecule at a distorted geometry. Source: the Open Molecules 2025 dataset; level of theory: the ωB97M-V functional and the def2-TZVPD basis.

Positions of all 20 atoms, in Å:
Br 4.145 -0.285 0.695
O 0.709 0.965 -1.288
O 1.157 -1.100 -0.496
N -0.909 0.740 0.382
C 2.743 0.685 -0.153
C 1.666 0.124 -0.669
C -0.638 1.984 0.659
C -1.481 -1.539 0.962
C -0.987 -2.015 -0.208
C -1.467 -0.132 1.213
C -0.210 -1.109 -1.024
C -0.571 0.346 -1.051
H -0.421 2.572 -0.183
H 2.868 1.807 -0.237
H -1.666 0.295 2.164
H -0.993 -3.135 -0.391
H -0.002 -1.377 -2.007
H -1.886 -2.124 1.834
H -0.792 2.352 1.613
H -1.265 0.945 -1.813

Forces on the atoms, in the same order (eV/Å):
Br -0.564 0.258 -0.288
O 0.257 -1.230 -0.089
O 0.742 0.583 0.231
N -0.250 0.290 -1.320
C 1.039 1.423 -0.025
C -1.506 1.007 0.289
C -0.056 -0.156 -1.132
C -0.282 0.855 0.605
C -1.010 -2.786 0.947
C 0.068 -1.454 0.486
C 0.236 -0.180 -0.206
C 0.507 2.672 0.294
H 0.490 0.954 -0.430
H -0.049 -1.750 0.044
H -0.406 0.020 0.728
H 0.173 1.718 -0.016
H -0.518 -0.942 -2.013
H 0.344 0.262 -1.453
H -0.298 0.620 1.627
H 1.084 -2.163 1.720

Summary:
HOMO energy (spin up / spin down): -6.968 / -6.984 eV
DFT total energy: -84048.755 eV
LUMO energy (spin up / spin down): 0.1276 / -0.0414 eV

***

Entry 5:
7 unconnected molecules or ions with the total composition C22H36N2O14 at a distorted geometry. Source: the Open Molecules 2025 dataset; level of theory: the ωB97M-V functional and the def2-TZVPD basis.

Positions of all 74 atoms, in Å:
O 1.469 1.457 4.453
O 1.262 -5.179 0.403
O -3.716 -0.389 3.282
O 0.961 -3.516 -1.036
O 4.103 1.885 -3.196
O -2.351 -4.147 -3.130
O -0.768 0.209 0.051
O -2.864 -4.506 -0.972
O -2.552 4.812 -3.755
O 2.858 0.973 -4.809
O -2.239 -1.942 3.543
O 0.518 2.733 2.898
O -0.097 -1.153 1.576
O -3.162 3.091 -2.482
N -3.063 -1.336 2.884
N 0.073 -0.221 0.827
C -1.991 3.611 -0.505
C 2.409 -3.207 0.908
C 1.687 1.648 -2.905
C -1.301 -2.045 -3.012
C 1.573 3.783 4.831
C 3.028 1.565 -3.606
C 0.693 1.442 -4.017
C 3.112 -4.361 1.655
C 1.432 -3.901 -0.006
C -3.221 -1.721 1.438
C -2.615 4.312 -2.677
C 1.404 0.453 0.782
C -1.964 -2.366 -1.664
C -2.447 -3.787 -1.827
C 2.264 1.631 5.643
C -2.139 -2.973 -3.915
C -2.956 2.603 -1.137
C 1.479 0.585 -4.996
C 1.125 2.647 3.927
C 2.049 -5.467 1.565
C 1.999 3.064 6.114
C -2.146 4.876 -1.353
H 1.753 0.775 -2.240
H 3.309 1.521 5.359
H 3.066 -2.611 0.272
H -1.291 -1.013 -3.346
H 1.977 0.087 1.623
H 1.172 3.133 6.822
H 1.964 -2.505 1.611
H -0.267 0.987 -3.757
H -2.461 1.644 -1.248
H 1.413 -0.479 -4.778
H 1.579 2.518 -2.266
H 4.064 -4.606 1.196
H 2.483 -6.456 1.457
H 2.868 3.504 6.600
H 1.820 0.205 -0.189
H 3.208 -4.090 2.703
H -2.730 -1.614 -1.458
H -0.973 3.243 -0.691
H -0.294 -2.469 -3.028
H -1.667 -3.184 -4.870
H -2.939 -0.804 0.924
H 2.349 4.379 4.354
H 1.172 1.512 0.828
H -1.198 5.389 -1.495
H 1.396 -5.416 2.436
H -3.116 -2.510 -4.105
H -1.993 3.747 0.574
H 0.695 4.415 4.952
H 0.372 2.401 -4.432
H 1.219 0.829 -6.022
H -3.912 2.523 -0.624
H 1.916 0.900 6.363
H -1.264 -2.269 -0.837
H -2.876 5.586 -0.964
H -4.259 -1.976 1.270
H -2.463 -2.459 1.223

Forces on the atoms, in the same order (eV/Å):
O 0.131 -0.036 0.024
O -0.053 0.005 -0.114
O -0.022 -0.260 -0.051
O -0.321 0.474 0.031
O 0.039 0.092 0.058
O -0.070 -0.199 -0.158
O 0.058 -0.041 0.164
O -0.022 -0.316 0.076
O 0.009 0.168 -0.428
O -0.030 -0.034 -0.057
O -0.403 0.084 -0.062
O -0.040 -0.024 -0.277
O 0.020 -0.041 0.108
O -0.084 -0.244 0.036
N 0.380 -0.021 -0.013
N -0.021 0.202 -0.503
C 1.086 0.038 -0.177
C 0.755 0.126 0.023
C 0.352 -0.641 0.533
C -0.180 -1.402 -0.219
C -0.284 -0.332 0.027
C 0.070 0.191 -0.093
C -1.003 0.212 0.019
C -0.951 0.586 0.074
C 0.288 -0.683 -0.027
C 0.579 0.818 0.515
C -0.226 0.110 0.446
C -0.612 -0.031 0.030
C 0.943 1.259 -0.221
C -0.114 0.474 0.135
C -0.390 0.540 -0.027
C -0.109 1.172 0.089
C 0.445 0.458 -0.091
C 0.223 0.681 -0.133
C 0.092 0.199 0.032
C 0.267 0.373 0.026
C -0.182 0.480 -0.029
C 0.187 -0.406 0.241
H -0.381 0.052 -0.024
H 0.046 -0.335 0.168
H 0.104 -0.089 0.057
H -0.134 0.091 0.147
H 0.154 0.109 -0.018
H 0.058 -0.326 0.061
H -0.484 -0.158 -0.120
H 0.294 -0.243 0.329
H -0.306 -0.222 0.235
H -0.177 -0.082 -0.122
H 0.049 0.174 -0.179
H 0.048 -0.195 0.080
H -0.168 -0.110 -0.022
H 0.048 -0.024 -0.080
H 0.193 -0.108 0.059
H 0.557 -0.072 -0.011
H -0.454 -0.465 -0.034
H -0.130 -0.056 -0.046
H 0.105 0.329 0.165
H 0.031 -0.468 0.098
H -0.269 -0.060 -0.197
H 0.069 -0.115 -0.088
H 0.246 0.049 0.166
H -0.086 0.163 -0.017
H -0.031 -0.223 0.009
H 0.048 -0.123 -0.123
H -0.637 -0.023 -0.005
H 0.130 0.168 0.104
H 0.455 0.006 -0.262
H 0.025 -0.373 -0.099
H -0.092 -0.055 -0.074
H 0.319 -0.227 -0.017
H -0.016 -0.332 0.028
H -0.091 -0.027 -0.084
H 0.030 -0.222 -0.078
H -0.355 -0.438 -0.013

Summary:
HOMO energy: -10.112 eV
DFT total energy: -55038.415 eV
LUMO energy: -0.1041 eV
SMILES: C[N+](=O)[O-].C[N+](=O)[O-].O=C1CCCO1.O=C1CCCO1.O=C1CCCO1.O=C1CCCO1.O=C1CCCO1

***

Entry 6:
2 unconnected molecules or ions with the total composition CH6NO2 at a distorted geometry. Source: the Open Molecules 2025 dataset; level of theory: the ωB97M-V functional and the def2-TZVPD basis.

Positions of all 10 atoms, in Å:
O 0.951 1.855 0.943
O -1.020 -2.390 -0.827
N -0.458 0.207 -0.334
C 0.699 0.476 0.400
H -0.542 -1.511 -0.934
H 0.733 -0.165 1.283
H 0.072 2.241 0.821
H 1.640 0.362 -0.185
H -1.589 -2.033 -0.136
H -0.486 0.958 -1.031

Forces on the atoms, in the same order (eV/Å):
O -0.994 -0.026 -0.337
O 0.197 0.265 -0.029
N -0.202 1.296 0.366
C 1.172 -0.410 -0.180
H -0.112 -0.069 0.004
H 0.146 -0.307 0.053
H 0.045 0.115 0.213
H 0.075 -0.207 0.212
H -0.251 -0.259 0.092
H -0.076 -0.398 -0.395

Summary:
HOMO energy: -2.497 eV
DFT total energy: -6718.929 eV
LUMO energy: 4.6228 eV
Net charge: -1

***

ΔE to the lowest compared entry with this formula, charge and spin for the records above, in order: 57.2, 561.2, 228.6, 351.4, 0.0, 87.0 kJ/mol